71
Properties=species:S:1:pos:R:3:mulliken_charge:R:1 method="wB97M-V/def2-TZVPD" charge=-1 energy_ha=-3345.14784
C 5.84501 1.67715 1.23102 -1.387
C 4.45602 1.17147 0.80896 0.280
C 4.47322 0.12468 -0.31932 -1.237
C 3.20177 0.17913 -1.16899 0.298
C 3.24966 1.22392 -2.29385 -0.638
C 2.36794 0.94749 -3.52707 -1.092
C 0.97161 1.55816 -3.38876 -1.036
C 0.08697 0.84594 -2.35539 0.856
C -0.76223 1.82760 -1.55341 -2.091
C -2.06090 1.30044 -0.93269 -0.925
C -1.95352 -0.04061 -0.16492 0.503
C -0.67742 -0.19280 0.70578 -1.705
C 0.13303 -1.45453 0.42067 -1.755
C -3.22977 -0.29896 0.66309 0.110
C -3.25799 -1.69250 1.31853 -0.744
C -3.30849 -2.92008 0.38442 -1.016
O -2.10466 -3.64912 0.31753 -0.371
C -1.86843 -4.47770 1.44336 -0.209
C -0.63222 -5.31709 1.17130 -1.254
P -4.91829 -0.17970 -0.22926 0.224
S -6.40840 0.59328 0.72887 -0.366
O -3.27696 0.59952 1.77923 -0.363
S -2.91635 2.15788 1.66899 1.261
O -1.63685 2.33837 2.25758 -0.468
O -4.06274 2.88007 2.10864 -0.698
C -2.64737 2.47172 -0.09220 -0.442
S -4.10720 3.28262 -0.82921 -0.130
H 6.64075 1.18553 0.66271 0.356
H 6.03780 1.49265 2.28820 0.286
H 5.94947 2.75056 1.06609 0.300
H 3.95138 0.74538 1.67625 0.148
H 3.83400 2.01586 0.50553 0.251
H 5.35462 0.27707 -0.95425 0.433
H 4.57124 -0.87687 0.11045 0.296
H 2.38715 0.42884 -0.48359 -0.497
H 2.95431 -0.80299 -1.58656 0.557
H 2.95993 2.19848 -1.88736 0.297
H 4.28901 1.33238 -2.61892 0.498
H 2.85256 1.38230 -4.40588 0.395
H 2.29639 -0.12974 -3.71565 0.369
H 1.11703 2.59700 -3.07273 0.412
H 0.45565 1.59802 -4.35299 0.412
H 0.73064 0.32443 -1.64992 -1.011
H -0.52289 0.07470 -2.83928 0.520
H -1.03330 2.68897 -2.17564 0.721
H -0.13673 2.22595 -0.74835 0.624
H -2.75725 1.11397 -1.75163 0.864
H -1.91605 -0.83873 -0.91769 1.185
H -0.93316 -0.19374 1.76312 1.127
H -0.03829 0.68233 0.61556 0.555
H 0.19515 -1.69364 -0.64419 0.369
H -0.28769 -2.32132 0.92630 0.265
H 1.13996 -1.32048 0.81676 0.355
H -4.12307 -1.69351 1.98744 0.696
H -2.37431 -1.77425 1.95446 0.212
H -4.11603 -3.58492 0.71866 0.160
H -3.52082 -2.64509 -0.64903 0.673
H -1.72763 -3.86533 2.34347 0.256
H -2.75520 -5.10475 1.61171 0.504
H -0.06026 -5.48662 2.08303 0.338
H 0.00881 -4.77955 0.47222 0.294
H -0.88462 -6.27761 0.72254 0.345
H -5.14455 -1.51795 -0.56577 0.057
H -4.65448 0.35605 -1.49946 0.070
H -1.87706 3.23480 0.02294 0.605
H -3.87366 2.81643 -2.06248 0.155
O 3.31008 1.09751 3.46280 -0.754
Cl 2.01054 1.69023 3.22333 1.755
O 1.09569 0.66204 2.76803 -0.627
O 2.12856 2.69902 2.19015 -0.680
O 1.51084 2.28029 4.43670 -0.752


64
Properties=species:S:1:pos:R:3:mulliken_spin:R:1 method="wB97M-V/def2-TZVPD" spin_multiplicity=4 s_squared=3.7847 de_lowest_kcal_mol=0.0
Re 0.12536 -0.35548 -0.62416 1.560
P 2.14959 -0.39082 -1.75645 0.091
P -1.74354 0.71462 0.18039 0.038
N -0.68055 -0.36550 -2.21181 0.117
H 1.87196 -1.13749 -0.10342 0.049
C 3.08478 -1.93257 -2.10779 0.004
H 3.96657 -1.68474 -2.71081 -0.002
H 2.43947 -2.62996 -2.65426 0.002
H 3.39977 -2.40066 -1.17000 0.001
C 3.41758 0.75757 -1.09489 -0.009
H 4.29491 0.74218 -1.75233 -0.001
H 3.69856 0.46303 -0.08191 0.006
H 2.98855 1.76475 -1.06022 0.000
C 2.11777 0.26155 -3.47242 0.024
H 3.12520 0.17969 -3.90021 0.001
H 1.81160 1.31358 -3.46096 0.002
H 1.41250 -0.30851 -4.08687 0.000
C -2.96361 -0.35974 1.03423 0.010
H -3.96599 0.06226 0.88663 0.000
H -2.75373 -0.42891 2.10869 -0.001
H -2.93792 -1.36587 0.59872 -0.002
C -1.32767 1.95267 1.44969 -0.003
H -2.13993 2.68844 1.51213 0.003
H -0.39156 2.45031 1.17296 -0.006
H -1.19705 1.46461 2.42487 -0.003
C -2.85667 1.60255 -0.96387 0.013
H -3.82079 1.76676 -0.46507 -0.002
H -3.01415 1.00347 -1.86954 0.000
H -2.41011 2.56482 -1.24149 0.001
C -1.15599 -0.02034 -3.43604 -0.138
C -2.06505 -0.67049 -5.60265 -0.086
C -1.61719 -1.02368 -4.33923 0.137
C -1.15744 1.34412 -3.86410 0.182
C -1.61033 1.68366 -5.13128 -0.071
C -2.06876 0.67990 -6.00003 0.156
H -2.41692 -1.45417 -6.28088 -0.004
H -1.58224 -2.05170 -3.97549 0.006
H -0.77598 2.09337 -3.16397 0.041
H -1.60862 2.73493 -5.43730 -0.003
H -2.44068 0.95155 -6.99266 0.011
C 1.62223 -0.68609 1.88575 0.049
O 1.28030 0.39988 1.06829 -0.007
C 2.94032 -1.44309 1.64863 0.095
H 3.27489 -1.86628 2.60728 -0.020
H 3.71911 -0.76137 1.29855 -0.008
H 2.83872 -2.30304 0.97254 0.010
C 1.78533 0.03733 3.24962 0.057
H 2.06449 -0.64130 4.06337 0.003
H 0.87347 0.57803 3.52210 -0.031
H 2.58347 0.78581 3.15818 0.003
C -1.99353 0.36697 4.77487 0.002
C 0.45904 -1.71905 1.87068 0.551
C -1.23425 1.57121 5.31593 -0.004
C 0.17914 -2.57186 3.03386 0.000
O -0.26459 -1.79731 0.83743 0.101
H -2.18044 -0.36762 5.56651 -0.001
H -1.43635 -0.14804 3.98360 0.009
H -2.96776 0.65262 4.36081 0.001
H -0.51302 1.26666 6.08096 0.001
H -0.68651 2.09905 4.52908 0.001
H -1.92027 2.28734 5.77718 0.000
H -0.43172 -3.43985 2.76223 0.016
H 1.14042 -2.92840 3.42900 0.009
H -0.33420 -2.03131 3.84736 0.040


63
Properties=species:S:1:pos:R:3:mulliken_charge:R:1 method="wB97M-V/def2-TZVPD" charge=+1 energy_ha=-1598.08803
Y 1.29842 -0.73967 -0.18254 -0.742
H 1.68271 -1.78283 1.91236 0.280
H 0.94624 -1.50818 1.94997 -0.089
P 4.40097 -0.72718 -0.26454 0.857
P -0.29171 -2.95208 -0.77605 1.145
C -1.55564 -2.36967 -1.98140 -1.386
H -2.45548 -2.99478 -1.90287 0.406
H -1.82088 -1.31953 -1.79514 0.376
H -1.13790 -2.43403 -2.99300 0.425
C -0.08313 -4.70426 -1.26087 -1.137
H 0.46359 -5.22733 -0.46497 0.368
H -1.05126 -5.19761 -1.43554 0.386
H 0.52059 -4.74682 -2.17565 0.369
C -1.43050 -3.14456 0.66631 -1.439
H -1.63168 -2.17450 1.15153 0.448
H -2.39320 -3.58511 0.34963 0.380
H -0.95977 -3.78748 1.42286 0.440
C 5.53156 -2.04799 -0.84216 -1.125
H 6.58710 -1.74329 -0.81495 0.389
H 5.39367 -2.93394 -0.21241 0.358
H 5.26190 -2.31696 -1.86880 0.366
C 5.13288 0.69383 -1.18860 -1.366
H 4.73461 1.63832 -0.79762 0.369
H 6.22998 0.70899 -1.11216 0.409
H 4.85329 0.62168 -2.24606 0.365
C 5.20523 -0.36841 1.35709 -1.284
H 5.01363 -1.19844 2.05111 0.369
H 6.29526 -0.22162 1.27141 0.384
H 4.76830 0.53783 1.80151 0.339
C 1.10074 0.33158 -2.26387 0.684
O 0.89668 0.96362 -3.20754 -0.187
H 2.28439 -1.98399 -1.31909 -0.078
C -4.66663 3.95842 0.39049 -1.634
C -4.03107 2.58637 0.29006 -0.097
C -4.85166 1.46497 0.13088 -0.565
C -4.29678 0.18820 0.06210 0.258
C -5.25330 -0.96567 -0.07957 -1.640
C -2.90480 0.03878 0.09729 -0.335
C -1.99276 1.13735 0.23489 0.532
C -2.64119 2.40377 0.33387 -0.260
N -0.61154 0.94849 0.30638 0.376
C 0.25351 2.03667 0.86410 2.462
C 0.37839 3.22371 -0.12068 -1.719
C -0.15124 2.51254 2.25062 -1.671
C 1.67595 1.48122 1.02237 -2.242
H -5.32723 4.15815 -0.47223 0.355
H -5.31134 4.06665 1.28116 0.326
H -3.90033 4.74128 0.43370 0.357
H -5.93713 1.59383 0.07619 0.400
H -5.92720 -1.04068 0.78740 0.367
H -5.89445 -0.82625 -0.96365 0.385
H -4.71377 -1.91037 -0.18239 0.241
H -2.51002 -0.97754 0.04634 0.308
H -2.02432 3.29512 0.47190 0.371
H -0.41928 3.25017 -0.86900 0.374
H 0.40039 4.17969 0.42086 0.375
H 1.32864 3.13870 -0.65784 0.394
H -0.05101 1.69601 2.97818 0.328
H 0.53478 3.31710 2.53656 0.472
H -1.15440 2.92330 2.28919 0.440
H 1.72792 0.55973 1.65875 0.312
H 2.18261 1.32731 0.02257 -0.003
H 2.29871 2.20738 1.53158 0.656


63
Properties=species:S:1:pos:R:3:mulliken_charge:R:1 method="wB97M-V/def2-TZVPD" de_lowest_kcal_mol=49.3
P -0.04912 2.29571 1.33456 0.660
P -1.22205 -1.19806 -1.11845 0.213
C 0.51983 0.81196 0.28562 0.640
C -0.27283 0.46692 -1.02922 -0.220
H 0.69106 -0.06420 0.95420 0.236
H 1.57078 1.01833 0.03989 -1.781
H -1.06816 1.22640 -1.17805 0.511
H 0.41890 0.49707 -1.90800 0.092
C 0.00139 -2.46917 -0.54624 -1.364
H -0.53373 -3.35016 -0.15675 0.381
H 0.75898 -2.15686 0.20210 0.574
H 0.57797 -2.83794 -1.40027 0.256
C -1.23910 -1.59373 -2.93818 -1.228
H -0.31808 -2.07212 -3.30217 0.320
H -1.42940 -0.70611 -3.54201 0.423
H -2.06449 -2.30947 -3.10957 0.365
C 1.58951 2.59674 2.17893 -1.122
H 1.42836 3.17451 3.10556 0.384
H 2.29200 3.15025 1.54715 0.320
H 2.03452 1.62925 2.43894 0.289
C 0.04889 3.61987 0.05796 -1.281
H -0.48840 3.30960 -0.83672 0.315
H 1.08257 3.84158 -0.20536 0.305
H -0.41230 4.54381 0.43165 0.383
Ba -0.87897 -1.29185 2.12095 1.598
C 2.47174 -0.72947 -3.03456 -0.143
C 2.99399 -1.54329 -2.11349 -0.090
C 4.38514 -1.39586 -1.55808 -1.065
C 4.87810 0.02682 -1.14351 -0.936
C 3.83104 0.99447 -0.70167 -0.026
C 3.12298 1.78530 -1.52572 0.140
C 3.24105 1.77212 -3.01305 -1.001
C 3.21033 0.37667 -3.71920 -0.872
C -1.66690 1.43417 3.07699 -1.700
H 1.49953 -0.96716 -3.46583 0.279
H 2.50939 -2.47509 -1.82872 0.516
H 5.10647 -1.77905 -2.30965 0.302
H 4.47468 -2.04342 -0.66577 0.330
H 5.50899 -0.14065 -0.25567 0.418
H 5.51418 0.45104 -1.94548 0.349
H 3.75444 1.11786 0.38058 0.494
H 2.50116 2.59849 -1.15360 0.002
H 4.19869 2.25401 -3.29613 0.364
H 2.43586 2.39550 -3.44369 0.332
H 2.67924 0.55247 -4.66852 0.375
H 4.24903 0.08336 -3.96804 0.330
H -2.59985 1.08154 2.59845 0.496
H -1.78632 2.52362 3.30170 0.375
H -1.55141 0.92819 4.06796 0.208
C -5.31895 -0.42121 1.82694 -1.572
C -4.52360 -1.52512 2.51209 1.594
C -4.60803 -1.25327 4.01352 -1.535
C -4.93672 -2.96460 2.16463 -1.611
O -3.18599 -1.40493 2.08138 -0.737
H -6.36254 -0.45811 2.14654 0.409
H -5.26197 -0.45299 0.73859 0.302
H -4.88636 0.54222 2.12111 0.349
H -5.65314 -1.37286 4.30872 0.405
H -3.96401 -1.89769 4.62276 0.312
H -4.28250 -0.22772 4.22245 0.348
H -4.83866 -3.10223 1.08238 0.325
H -4.22333 -3.64849 2.65197 0.307
H -5.95388 -3.24697 2.46508 0.358